No. 1
Molecular formula: C4H8N2O2
Method: DFT, ωB97M-V/def2-TZVPD

Summary:
HOMO-LUMO gap = 10.04 eV
HOMO = -9.46 eV
Molar mass = 116.120 g/mol
Energy above the lowest of the compared OMol25 structures with the same formula, charge and spin = 1.660 eV
Max |F| = 3.10 eV/A
SMILES = C[C@@H](C=O)NC(N)=O

Last column: Mulliken charge in e.
Element x y z (Å)
1 O 0.93113 -0.72652 1.20000  -0.572
2 O -2.87368 -1.18374 -0.24619  -0.484
3 N 0.16890 0.88012 -0.13697  -0.271
4 N 1.53549 1.48326 1.76037  -0.447
5 C -0.80019 -0.07419 -0.76717  0.080
6 C 0.93646 0.46409 1.00274  0.492
7 C -1.89412 -0.59806 0.16262  -0.103
8 C 0.01007 -1.21105 -1.40727  -1.195
9 H -0.57789 -2.02068 -1.86709  0.345
10 H 1.54866 2.38830 1.38678  0.208
11 H 0.63783 -1.68771 -0.50586  0.291
12 H -1.72127 -0.52879 1.18430  0.405
13 H 0.03955 1.87106 -0.45534  0.222
14 H 0.83596 -0.88694 -2.06032  0.335
15 H -1.19220 0.65899 -1.47118  0.416
16 H 2.41531 1.17189 2.22057  0.279

Force components x, y, z for each atom (eV/Å):
0.9 0.0 1.7
0.6 0.6 0.0
0.1 0.9 1.2
0.8 -3.0 0.5
1.6 1.2 -0.2
-1.7 1.5 -2.1
-0.5 -0.9 -2.5
1.6 -1.7 1.9
0.1 0.6 0.1
0.1 1.2 -0.6
-1.7 0.8 -2.1
0.4 0.5 2.4
0.5 -1.5 1.0
-0.8 0.3 -0.1
-0.8 -0.8 -0.6
-1.2 0.5 -0.5



No. 2
Molecular formula: C4H8N2O2
Method: DFT, ωB97M-V/def2-TZVPD

Summary:
HOMO-LUMO gap = 7.85 eV
HOMO = -7.37 eV
Molar mass = 116.120 g/mol
Energy above the lowest of the compared OMol25 structures with the same formula, charge and spin = 4.501 eV
Max |F| = 2.05 eV/A

Last column: Mulliken charge in e.
Element x y z (Å)
1 O -0.34362 -0.90946 -1.82900  -0.558
2 O -0.18496 -0.42966 1.79966  -0.924
3 N -2.02894 1.23388 0.59275  -0.450
4 N 1.60587 0.12877 0.54286  -0.156
5 C -1.70935 0.48495 -0.50862  -0.262
6 C 0.09719 -0.84244 0.58123  0.156
7 C 2.54239 0.26718 -0.27728  -0.232
8 C -0.70813 -0.41859 -0.57301  0.091
9 H 1.22688 0.39181 1.56824  0.324
10 H -2.21284 0.74962 -1.43119  0.379
11 H -2.97611 1.57015 0.65678  0.227
12 H 0.46685 -1.87863 0.46567  0.312
13 H -0.06465 -1.83085 -1.77134  0.316
14 H -1.61777 0.88435 1.45452  0.267
15 H 2.41927 -0.12520 -1.28350  0.246
16 H 3.48791 0.72410 0.01222  0.266

Force components x, y, z for each atom (eV/Å):
0.3 0.0 -0.1
-0.4 -0.8 -1.0
-0.1 0.2 0.4
-1.1 -0.4 0.4
0.7 -0.3 -0.3
-0.6 0.9 1.4
0.4 0.2 0.8
-0.7 0.4 0.0
1.4 -0.3 -1.4
-0.1 -0.1 0.0
0.1 -0.1 -0.1
0.4 0.1 0.0
-0.2 0.0 0.2
-0.1 0.0 -0.1
0.1 -0.2 0.1
-0.1 0.3 -0.2



No. 3
Molecular formula: C4H8N2O2
Method: DFT, ωB97M-V/def2-TZVPD

Summary:
HOMO-LUMO gap = 9.40 eV
HOMO = -8.96 eV
Molar mass = 116.120 g/mol
Energy above the lowest of the compared OMol25 structures with the same formula, charge and spin = 6.443 eV
Max |F| = 6.54 eV/A

Last column: Mulliken charge in e.
Element x y z (Å)
1 O 0.35894 -1.45740 -1.89362  -0.557
2 O 1.19817 1.58361 2.06992  -0.636
3 N -0.78634 -0.06865 0.31538  -0.100
4 N -1.49477 -0.67512 -0.61360  -0.099
5 C -0.15531 1.27177 -0.02392  -0.577
6 C 0.42779 -0.51218 0.98281  -0.460
7 C -0.92837 -1.13252 -1.79792  0.091
8 C 1.00166 0.88723 0.79814  0.054
9 H -1.63434 -1.57019 -2.67107  0.310
10 H 2.41926 1.42224 2.32286  0.369
11 H -0.71324 2.24661 0.19170  0.322
12 H 0.25053 -0.94621 1.99237  0.275
13 H 1.95623 0.86198 0.25794  0.375
14 H -2.43359 -0.81188 -0.52239  0.192
15 H 0.53152 1.15027 -0.95403  0.237
16 H 1.05986 -1.24181 0.30507  0.203

Force components x, y, z for each atom (eV/Å):
-6.0 2.5 0.2
5.6 -0.8 0.2
0.2 3.6 1.5
2.7 -1.6 -4.3
0.3 -0.2 -1.5
1.6 -2.8 -1.5
4.5 -3.8 -0.5
2.4 -0.3 4.0
1.1 1.4 2.1
-6.0 0.8 -1.1
0.7 -1.5 -0.7
0.3 0.5 -0.6
-0.3 0.3 0.2
-3.0 0.0 0.5
-2.7 0.9 0.0
-1.4 1.0 1.5



No. 4
Molecular formula: C4H8N2O2
Method: DFT, ωB97M-V/def2-TZVPD

Summary:
HOMO-LUMO gap = 9.71 eV
HOMO = -9.21 eV
Molar mass = 116.120 g/mol
Energy above the lowest of the compared OMol25 structures with the same formula, charge and spin = 1.895 eV
Max |F| = 3.76 eV/A
SMILES = CC(=O)NCC(N)=O

Last column: Mulliken charge in e.
Element x y z (Å)
1 O -0.75528 -2.62812 -0.19702  -0.554
2 O 0.83163 1.83554 1.15954  -0.624
3 N -0.42760 -0.58817 -0.94394  -0.150
4 N 1.80648 1.45631 -0.92094  -0.369
5 C -0.66090 -1.49753 0.15137  0.644
6 C -1.13395 -1.00173 1.41370  -1.033
7 C 0.79492 1.39697 -0.01149  0.675
8 C -0.55194 0.80486 -0.64032  -0.783
9 H 0.40901 -0.88409 -1.58096  0.314
10 H 2.70338 1.83415 -0.64600  0.251
11 H 1.81015 1.10886 -1.87731  0.186
12 H -1.54376 1.15453 0.01066  0.198
13 H -0.62196 1.48827 -1.45481  0.370
14 H -1.89798 -0.25954 1.24901  0.275
15 H -1.49428 -1.79723 2.11550  0.312
16 H -0.31618 -0.59675 2.05831  0.289

Force components x, y, z for each atom (eV/Å):
0.8 -2.7 0.3
0.6 -1.0 -2.8
1.4 -0.1 0.0
0.9 0.1 0.0
-0.8 0.5 -3.5
0.5 0.1 3.7
-2.1 0.6 2.1
0.2 2.5 2.3
-2.4 0.6 1.6
-0.3 0.0 0.3
-0.6 0.1 0.6
2.9 -1.4 -1.5
-0.5 -0.2 -1.5
-0.1 0.2 0.3
-0.1 0.3 -1.3
-0.5 0.5 -0.9



No. 5
Molecular formula: C4H8N2O2
Method: DFT, ωB97M-V/def2-TZVPD

Summary:
HOMO-LUMO gap = 9.41 eV
HOMO = -8.50 eV
Molar mass = 116.120 g/mol
Energy above the lowest of the compared OMol25 structures with the same formula, charge and spin = 5.497 eV
Max |F| = 3.16 eV/A
SMILES = CO/C=C\N=C/NO

Last column: Mulliken charge in e.
Element x y z (Å)
1 O -0.04349 1.36576 1.77314  -0.425
2 O 0.49812 -0.80517 0.34375  -0.359
3 N -1.30546 0.93688 -1.10425  -0.477
4 N 0.06916 2.03472 0.52235  -0.396
5 C 0.51381 -0.63120 -1.04275  -0.150
6 C 0.49101 -2.17513 0.69060  -0.688
7 C -0.27994 0.26805 -1.68251  -0.265
8 C -1.14278 1.72695 -0.17942  0.116
9 H -0.55150 -2.70269 0.52125  0.255
10 H 0.33847 0.46365 1.55381  0.496
11 H 0.09827 3.00776 0.77112  0.279
12 H -0.16730 0.46731 -2.77599  0.311
13 H 1.26111 -2.74761 0.06302  0.298
14 H 1.22015 -1.30461 -1.52775  0.399
15 H 0.96287 -2.15517 1.81163  0.231
16 H -1.96250 2.25050 0.26199  0.374

Force components x, y, z for each atom (eV/Å):
0.4 -1.1 0.2
-0.5 -0.4 -1.3
-1.2 -0.1 -1.0
0.8 -0.7 -0.8
-0.5 0.9 -0.4
1.1 -1.4 1.7
2.4 -2.0 -0.7
0.2 1.8 2.3
2.0 1.2 0.8
-0.6 1.4 0.2
-0.1 0.3 0.1
0.0 -0.6 1.0
-1.0 0.7 0.7
-0.1 0.4 -0.2
-1.8 -0.6 -2.6
-1.1 0.1 0.0



No. 6
Molecular formula: C4H8N2O2
Method: DFT, ωB97M-V/def2-TZVPD

Summary:
HOMO-LUMO gap = 10.37 eV
HOMO = -9.53 eV
Molar mass = 116.120 g/mol
Energy above the lowest of the compared OMol25 structures with the same formula, charge and spin = 3.562 eV
Max |F| = 0.56 eV/A
SMILES = CN(N)C(=O)O.C#C

Last column: Mulliken charge in e.
Element x y z (Å)
1 O -0.47948 -1.74689 0.52136  -0.486
2 O -1.83652 0.01488 0.88464  -0.620
3 N -0.46221 -0.01572 -0.91144  0.373
4 N -0.81824 1.28972 -1.30110  -0.768
5 C 1.67131 0.68475 1.77212  -0.383
6 C 0.60474 -0.63908 -1.66041  -0.877
7 C 0.74905 0.74915 2.52830  -0.399
8 C -0.98978 -0.53505 0.21601  0.605
9 H -0.78765 1.89425 -0.48059  0.262
10 H -1.78185 1.29972 -1.63688  0.241
11 H -0.89696 -2.05269 1.33854  0.347
12 H 2.48009 0.64356 1.10217  0.405
13 H 0.20807 -1.27678 -2.45505  0.302
14 H 1.20575 0.14860 -2.10867  0.269
15 H -0.07543 0.78389 3.17807  0.398
16 H 1.20912 -1.24231 -0.98706  0.330

Force components x, y, z for each atom (eV/Å):
0.2 -0.3 -0.1
-0.2 0.1 0.3
0.1 0.3 -0.1
-0.2 0.0 0.1
-0.2 0.1 0.2
0.1 -0.1 -0.1
0.3 0.0 -0.2
-0.3 0.1 0.1
0.0 -0.2 -0.1
0.2 -0.1 0.2
-0.1 0.3 -0.1
0.4 0.0 -0.3
0.1 0.0 0.0
0.0 0.0 0.0
-0.5 0.1 0.3
0.1 0.0 -0.1



No. 7
Molecular formula: C4H8N2O2
Method: DFT, ωB97M-V/def2-TZVPD

Summary:
HOMO-LUMO gap = 10.08 eV
HOMO = -9.24 eV
Molar mass = 116.120 g/mol
Energy above the lowest of the compared OMol25 structures with the same formula, charge and spin = 3.572 eV
Max |F| = 2.89 eV/A
SMILES = CN1O[C@@](C)(N)C1=O

Last column: Mulliken charge in e.
Element x y z (Å)
1 O -1.04317 -1.47656 -0.90340  -0.593
2 O 0.22256 1.03780 0.53926  -0.402
3 N -1.14083 0.22513 0.72113  -0.052
4 N 1.64540 -0.76614 1.19475  -0.701
5 C 0.88813 -0.13219 0.12760  1.281
6 C 1.69667 0.04640 -1.14253  -1.351
7 C -2.35725 0.87165 0.29365  -0.728
8 C -0.57048 -0.69271 -0.11883  0.105
9 H 1.83242 -1.74812 1.01066  0.248
10 H -2.50767 1.76258 0.90783  0.267
11 H 2.00091 -0.92438 -1.54518  0.299
12 H 2.59822 0.63228 -0.94268  0.372
13 H -2.31900 1.13297 -0.76870  0.302
14 H 1.14339 -0.71215 2.07776  0.272
15 H 1.10783 0.55529 -1.90944  0.360
16 H -3.19712 0.18815 0.45811  0.321

Force components x, y, z for each atom (eV/Å):
-0.1 0.5 0.9
-1.9 0.5 1.2
1.4 1.1 0.2
-0.1 0.4 0.1
-1.2 -1.8 -0.8
0.1 0.1 0.1
-0.1 0.7 -0.1
1.8 -1.6 -1.6
0.0 0.2 -0.2
0.0 -0.1 -0.1
-0.1 0.1 0.2
-0.1 -0.1 0.1
-0.1 0.1 0.1
0.0 0.1 -0.2
0.0 -0.1 0.1
0.3 0.0 0.1



- What is the HOMO-LUMO gap in the third record?
  9.40 eV



- Look up the max |F| of the second one.
  2.05 eV/A



- Look up the max |F| of the third one.
  6.54 eV/A



- Which of these has the highest energy above the lowest of the compared OMol25 structures with the same formula, charge and spin?
  number 3